(1)
{
  "formula": "C4H10NO3",
  "method": "ωB97M-V with the def2-TZVPD basis set",
  "species": ["C", "C", "N", "C", "C", "O", "O", "H", "H", "H", "H", "H", "H", "H", "H", "H", "H", "O"],
  "coordinates": [[0.7226, -2.3162, 0.5620], [-0.3205, -1.5039, -0.1955], [0.2274, -0.2080, -0.5255], [-0.5312, 0.6456, -1.4479], [-1.0503, 1.9152, -0.6978], [-0.1956, 2.5687, -0.0375], [-2.2856, 2.0839, -0.7271], [0.3498, -3.3359, 0.6956], [1.0689, -1.7715, 1.4311], [1.5545, -2.5523, -0.1181], [-0.6591, -2.0155, -1.0948], [-1.1609, -1.4072, 0.5137], [0.4534, 0.3156, 0.3060], [-1.4364, 0.1733, -1.8271], [0.1474, 0.9132, -2.2694], [0.3137, 2.1783, 1.9995], [1.5397, 2.2690, 1.2611], [1.2623, 2.0476, 2.1717]],
  "e_tot_ev": -11944.3242,
  "largest_force_ev_per_a": 2.04,
  "e_above_lowest_kcal_mol": 24.73,
  "homo_lumo_gap_ev": 7.9,
  "lumo_energy_ev": 3.8126,
  "total_charge": -1
}

=====

(2)
{
  "formula": "C38H118O21",
  "method": "ωB97M-V with the def2-TZVPD basis set",
  "species": ["C", "C", "O", "H", "H", "H", "H", "H", "H", "C", "C", "O", "H", "H", "H", "H", "H", "H", "C", "C", "O", "H", "H", "H", "H", "H", "H", "C", "C", "O", "H", "H", "H", "H", "H", "H", "C", "C", "O", "H", "H", "H", "H", "H", "H", "C", "C", "O", "H", "H", "H", "H", "H", "H", "C", "C", "O", "H", "H", "H", "H", "H", "H", "C", "C", "O", "H", "H", "H", "H", "H", "H", "C", "C", "O", "H", "H", "H", "H", "H", "H", "C", "C", "O", "H", "H", "H", "H", "H", "H", "C", "C", "O", "H", "H", "H", "H", "H", "H", "C", "C", "O", "H", "H", "H", "H", "H", "H", "C", "C", "O", "H", "H", "H", "H", "H", "H", "C", "C", "O", "H", "H", "H", "H", "H", "H", "C", "C", "O", "H", "H", "H", "H", "H", "H", "C", "C", "O", "H", "H", "H", "H", "H", "H", "C", "C", "O", "H", "H", "H", "H", "H", "H", "C", "O", "H", "H", "H", "H", "C", "O", "H", "H", "H", "H", "C", "O", "H", "H", "H", "H", "C", "O", "H", "H", "H", "H"],
  "coordinates": [[-1.6567, 2.6061, 1.5132], [-3.0829, 2.9533, 1.1815], [-3.1008, 4.3730, 0.8377], [-1.5106, 1.5076, 1.4026], [-1.4962, 2.8567, 2.5821], [-1.0431, 3.1119, 0.7548], [-3.7793, 2.7830, 2.0501], [-3.5169, 2.4404, 0.3765], [-3.7051, 4.8477, 1.4107], [-6.0895, 0.6825, -1.7997], [-4.8282, -0.0531, -2.3223], [-4.2973, 0.5736, -3.5250], [-6.5023, 0.4463, -0.8166], [-6.9271, 0.6479, -2.5201], [-5.9439, 1.7469, -1.7731], [-4.9854, -1.1216, -2.6089], [-4.0764, 0.0072, -1.5266], [-3.7134, 1.3429, -3.2722], [1.3654, -4.2807, -5.2925], [0.7139, -4.6467, -3.9776], [1.1607, -3.8055, -2.8753], [1.2679, -5.0952, -6.0608], [2.4300, -4.0987, -5.2018], [0.9406, -3.4163, -5.7703], [1.0077, -5.6518, -3.6811], [-0.4025, -4.6505, -4.1765], [0.6956, -2.9756, -2.7907], [0.5617, 2.4685, -1.4409], [-0.8260, 2.5896, -2.1188], [-1.2888, 1.3503, -2.7493], [0.9268, 3.4461, -1.1651], [1.2767, 2.1029, -2.2258], [0.5249, 1.7849, -0.6281], [-0.8244, 3.3913, -2.8339], [-1.6008, 2.7628, -1.4264], [-0.8106, 1.1245, -3.5390], [2.8861, 3.5380, 2.4719], [3.1483, 2.1505, 3.0748], [4.1504, 2.4190, 4.0248], [2.7020, 4.2352, 3.2877], [1.9405, 3.5056, 1.8651], [3.7599, 3.9946, 1.9664], [3.4206, 1.4385, 2.2976], [2.1778, 1.7427, 3.5071], [4.4082, 1.7114, 4.5676], [0.2885, -0.7636, 5.9819], [0.1637, -1.0177, 4.4762], [0.0355, 0.2714, 3.7335], [1.2492, -0.3644, 6.3795], [0.1037, -1.6638, 6.6077], [-0.5277, -0.0350, 6.2661], [-0.7020, -1.6037, 4.2037], [1.1175, -1.4146, 4.0944], [-0.8650, 0.5872, 3.7199], [4.9574, -1.5472, 4.2354], [5.6296, -1.2304, 5.5242], [5.0765, -0.0353, 6.1430], [3.8486, -1.4693, 4.3681], [5.1896, -2.5460, 3.8732], [5.1401, -0.8192, 3.4645], [6.7474, -1.1392, 5.4468], [5.4698, -2.0784, 6.2744], [5.6665, 0.2748, 6.8103], [0.3707, 6.3848, -0.4346], [-0.9991, 6.8877, -0.7094], [-1.8300, 5.8134, -1.1371], [1.1667, 7.0560, 0.0391], [0.8225, 5.9986, -1.3472], [0.2471, 5.5512, 0.2722], [-1.0224, 7.6382, -1.5197], [-1.4769, 7.3590, 0.1441], [-1.9733, 5.1489, -0.4184], [6.1428, -0.5466, -0.3552], [4.9836, -0.4642, 0.5788], [3.7653, -0.0079, 0.0241], [6.3373, 0.4692, -0.6463], [6.0120, -1.2184, -1.2099], [7.0331, -0.9474, 0.1441], [5.2609, 0.1831, 1.4238], [4.7241, -1.4285, 1.0192], [3.8171, 0.8719, -0.3769], [-3.6698, -3.7416, 7.2583], [-4.2997, -3.2218, 8.5445], [-5.4696, -2.4626, 8.3462], [-2.8740, -4.4980, 7.3655], [-3.2237, -2.9075, 6.7514], [-4.4449, -4.2337, 6.6872], [-3.5926, -2.6680, 9.1584], [-4.5752, -4.1620, 9.1866], [-5.9664, -2.2614, 9.1280], [-0.0079, -6.2371, 1.0215], [1.0974, -5.8375, 0.0236], [2.3379, -5.5964, 0.6977], [-0.8894, -6.5262, 0.4484], [-0.3061, -5.4248, 1.6634], [0.3937, -7.0137, 1.6405], [0.8547, -5.0144, -0.6092], [1.2033, -6.7091, -0.6262], [2.6702, -6.4087, 1.1397], [6.5143, -4.1483, 1.2299], [5.1800, -4.0979, 0.5548], [4.2425, -3.4237, 1.4384], [6.4494, -4.7668, 2.1385], [6.8501, -3.1328, 1.5462], [7.2255, -4.5780, 0.5596], [4.8155, -5.1062, 0.4388], [5.2385, -3.5837, -0.4263], [3.4222, -3.8376, 1.4010], [-3.4852, -3.2495, 1.1724], [-4.1826, -1.9032, 0.8005], [-3.4029, -0.8121, 1.0860], [-4.1887, -4.0663, 1.0690], [-3.0997, -3.2728, 2.2044], [-2.6089, -3.4408, 0.5837], [-5.1220, -1.7869, 1.3567], [-4.5441, -1.8870, -0.2885], [-2.7006, -0.6920, 0.4784], [-2.3880, -3.0117, -3.6366], [-1.6888, -1.7133, -3.7414], [-2.2097, -0.8226, -4.8068], [-2.5939, -3.3788, -4.6142], [-3.3422, -2.9336, -3.1881], [-1.8268, -3.7765, -3.1469], [-0.6269, -1.9667, -3.9836], [-1.6364, -1.2169, -2.7482], [-2.9855, -0.3615, -4.4475], [-5.4466, 4.8106, -2.6208], [-4.9353, 6.0835, -3.2831], [-4.0926, 6.8158, -2.4323], [-5.9107, 4.2551, -3.4919], [-6.1751, 5.0266, -1.8780], [-4.5998, 4.1998, -2.2909], [-5.7765, 6.7459, -3.5336], [-4.3664, 5.8216, -4.2257], [-3.4114, 6.2542, -2.0252], [-2.7511, 2.4888, -5.8095], [-1.4444, 1.8505, -6.2702], [-0.3716, 2.7171, -5.9821], [-3.0776, 3.3768, -6.3567], [-2.6729, 2.8719, -4.7772], [-3.6448, 1.8522, -5.8557], [-1.5102, 1.6440, -7.3734], [-1.4124, 0.8397, -5.7695], [0.3711, 2.5813, -6.5862], [0.2769, -1.3620, 0.9731], [-0.1102, -1.5139, -0.4606], [-1.2736, -0.6438, -0.6499], [0.5578, -0.3154, 1.1509], [1.1207, -2.0655, 1.1960], [-0.5517, -1.6389, 1.6662], [-0.4442, -2.5431, -0.5853], [0.5696, -1.1374, -1.2228], [-1.0250, 0.0000, -1.2702], [2.5549, 2.3856, -4.6174], [3.2085, 1.8096, -3.4838], [3.1049, 3.1766, -5.0045], [2.5504, 1.5697, -5.4031], [1.5411, 2.6361, -4.3624], [2.9180, 0.8937, -3.3511], [-3.8827, -0.0893, 4.4615], [-2.7033, -0.2198, 3.7492], [-3.6763, -0.4149, 5.5118], [-4.1663, 0.9999, 4.4827], [-4.6559, -0.7272, 4.0049], [-2.9005, -0.4536, 2.7914], [4.0983, 4.0831, -1.3708], [4.0704, 2.6945, -1.1813], [3.1542, 4.4210, -1.8719], [4.2591, 4.6401, -0.4066], [4.8540, 4.3562, -2.1568], [3.7345, 2.3963, -2.0878], [3.4618, -1.5079, -3.4786], [2.6179, -0.7539, -2.5450], [4.4807, -1.2840, -3.2770], [3.3026, -2.5918, -3.4571], [3.1651, -1.2257, -4.5131], [3.0452, -0.9600, -1.6711]],
  "e_tot_ev": -84310.5253,
  "largest_force_ev_per_a": 3.56,
  "e_above_lowest_kcal_mol": 86.53,
  "homo_lumo_gap_ev": 9.7,
  "lumo_energy_ev": 0.4477
}

=====

(3)
{
  "formula": "C11H11N",
  "method": "ωB97M-V with the def2-TZVPD basis set",
  "species": ["C", "C", "C", "C", "C", "C", "C", "C", "C", "C", "C", "N", "H", "H", "H", "H", "H", "H", "H", "H", "H", "H", "H"],
  "coordinates": [[3.3788, 1.2098, 0.1436], [3.9513, -0.0137, 0.3389], [2.0183, 1.3501, -0.1365], [3.1772, -1.0974, 0.2370], [1.3609, 0.1381, -0.2847], [1.8205, -1.1212, -0.1183], [-0.2656, -1.8292, -0.3736], [-1.5259, 0.3039, -1.2811], [-1.5346, 0.3571, 0.2281], [-0.5121, -0.3947, -0.5748], [-2.6410, -0.2291, 1.0824], [0.9359, -2.2175, -0.1586], [4.0239, 2.0693, 0.2266], [4.9847, -0.0903, 0.7397], [1.4493, 2.2474, -0.2678], [3.5131, -2.1917, 0.3436], [-0.9791, -2.5825, -0.6622], [-2.1102, -0.3423, -1.8369], [-1.2453, 1.2707, -1.6264], [-1.2753, 1.3369, 0.6190], [-2.6090, -1.4505, 1.1766], [-3.6467, 0.0177, 0.7097], [-2.4934, 0.1560, 2.1287]],
  "e_tot_ev": -13071.6258,
  "largest_force_ev_per_a": 6.83,
  "e_above_lowest_kcal_mol": 98.08,
  "homo_lumo_gap_ev": 9.4,
  "lumo_energy_ev": 0.6181
}

=====

(4)
{
  "formula": "C5H12O2",
  "method": "ωB97M-V with the def2-TZVPD basis set",
  "species": ["C", "C", "C", "O", "C", "C", "O", "H", "H", "H", "H", "H", "H", "H", "H", "H", "H", "H", "H"],
  "coordinates": [[2.6047, -0.8397, 0.2786], [1.6031, 0.2643, -0.3002], [0.2162, -0.0767, 0.2668], [-0.0302, 0.6881, 1.4321], [-0.8138, 0.1090, -0.8491], [-2.2522, -0.0024, -0.3728], [-2.5430, 1.0956, 0.4935], [3.6697, -0.6902, 0.0716], [2.5380, -0.8122, 1.3896], [2.3585, -1.8851, 0.0370], [1.3211, 0.7065, -1.4663], [1.9410, 1.1848, 0.1826], [0.1918, -1.1439, 0.5614], [-0.9090, 1.0880, 1.3446], [-0.6346, -0.6709, -1.6014], [-0.5880, 1.0463, -1.3956], [-2.3937, -0.9547, 0.1665], [-2.9356, 0.0016, -1.2302], [-3.3439, 0.8914, 0.9913]],
  "e_tot_ev": -9473.2329,
  "largest_force_ev_per_a": 4.00,
  "e_above_lowest_kcal_mol": 43.88,
  "smiles": "CC[C@@H](O)CCO",
  "homo_lumo_gap_ev": 10.4,
  "lumo_energy_ev": 0.7599
}

=====

(5)
{
  "formula": "C2HBr3S",
  "method": "ωB97M-V with the def2-TZVPD basis set",
  "species": ["C", "C", "S", "Br", "Br", "Br", "H"],
  "coordinates": [[-0.3875, -0.2034, 0.7403], [1.3438, 0.8403, -0.4548], [-1.4911, -0.7115, -0.2759], [1.9089, 2.2738, 0.5465], [0.7423, 1.4016, -2.1937], [-2.0910, -2.8842, -0.0547], [-0.0254, -0.7165, 1.6922]],
  "e_tot_ev": -223047.5441,
  "largest_force_ev_per_a": 1.74,
  "e_above_lowest_kcal_mol": 70.52,
  "homo_lumo_gap_ev": [6.9, 6.9],
  "lumo_energy_ev": [-1.8018, -1.8041]
}

=====

(6)
{
  "formula": "C6H4N2",
  "method": "ωB97M-V with the def2-TZVPD basis set",
  "species": ["C", "C", "C", "C", "C", "C", "N", "N", "H", "H", "H", "H"],
  "coordinates": [[0.0164, 1.2800, 0.5933], [1.5436, 2.9198, 0.5555], [-0.5068, -1.1712, 0.0583], [-0.1444, -2.3567, 0.4356], [-1.0108, -0.3440, -1.0776], [-0.5190, 0.2269, 0.1645], [0.4237, 2.3753, 0.9964], [2.5218, 3.4143, 0.1780], [0.0768, -2.5767, 1.4663], [-0.0893, -3.1759, -0.2908], [-0.2288, -0.0617, -1.8381], [-2.0832, -0.5300, -1.2416]],
  "e_tot_ev": -9261.9491,
  "largest_force_ev_per_a": 2.16,
  "e_above_lowest_kcal_mol": 93.72,
  "smiles": "C=C1CC1=C=NC#N",
  "homo_lumo_gap_ev": 9.3,
  "lumo_energy_ev": -0.1309
}